Computed, not measured: a molecular structure, C19H14LaN5O2 in a non-equilibrium geometry, with the ωB97M-V functional and the def2-TZVPD basis.

Calculated values
* energy: -1187.792588 hartree
* LUMO (alpha / beta): -7.7 / -7.7 eV
* energy relative to the best compared isomer or geometry (same formula, charge and spin): 10.6 kcal per mole

The geometry in ORCA input format:
```
! wB97M-V def2-TZVPD RIJCOSX def2/J DEFGRID3
* xyz 2 1
La 1.06 1.44 -0.96
O -4.08 -1.04 -0.52
C -3.55 -1.52 -1.65
C -4.29 -2.47 -2.35
C -3.81 -3.00 -3.52
C -2.56 -2.61 -4.05
C -1.82 -1.69 -3.37
C -2.29 -1.12 -2.15
C -1.46 -0.17 -1.49
O -0.25 0.13 -2.00
N -1.86 0.40 -0.36
N -0.93 1.28 0.14
C -1.14 1.91 1.24
C -0.11 2.85 1.74
C -0.30 3.54 2.92
C 0.68 4.42 3.35
C 1.82 4.59 2.59
C 1.94 3.87 1.41
N 1.00 3.01 0.99
H -3.46 -0.38 -0.14
H -5.25 -2.76 -1.94
H -4.40 -3.73 -4.05
H -2.20 -3.03 -4.97
H -0.87 -1.37 -3.76
H -2.05 1.75 1.81
H -1.21 3.39 3.49
H 0.55 4.97 4.27
H 2.61 5.27 2.88
H 2.82 3.99 0.79
N 2.37 -5.00 -0.60
C 2.55 -3.96 -0.16
C 2.76 -2.63 0.37
C 3.49 -2.41 1.53
C 3.65 -1.11 1.99
C 3.07 -0.08 1.28
N 2.37 -0.29 0.15
C 2.22 -1.55 -0.29
H 3.92 -3.24 2.07
H 4.21 -0.89 2.89
H 3.18 0.95 1.61
H 1.64 -1.70 -1.20
*
```

Löwdin population analysis, charges in e, atoms 1 to 2: number 1, La, carries 2.170; number 2, O, carries 0.102

=====

Computed, not measured: a molecular structure, C33H40NPdS in a non-equilibrium geometry, with the ωB97M-V functional and the def2-TZVPD basis.

Calculated values
* <S²>: 6.0471
* energy: -1861.818221 hartree
* LUMO (alpha / beta): -2.2 / -5.6 eV

The geometry in ORCA input format:
```
! wB97M-V def2-TZVPD RIJCOSX def2/J DEFGRID3
* xyz 1 5
C 1.67 -2.21 -0.25
C 2.14 -1.57 -1.41
C 1.17 -1.66 -2.43
C 0.02 -2.35 -1.90
C 0.33 -2.69 -0.51
Pd -0.59 -0.74 -0.50
C -1.88 1.44 -2.38
C -1.92 0.92 -0.97
H -1.68 1.66 -0.21
C -2.67 -0.21 -0.59
H -3.16 -0.81 -1.35
H -3.01 -0.31 0.44
C -2.74 2.69 -2.49
H -2.39 3.45 -1.77
H -2.69 3.13 -3.49
H -3.79 2.45 -2.26
C -2.30 0.39 -3.40
H -1.60 -0.46 -3.37
H -3.32 0.04 -3.21
H -2.27 0.79 -4.43
C 3.48 -0.93 -1.53
H 3.68 -0.29 -0.66
H 4.29 -1.68 -1.56
H 3.56 -0.32 -2.43
C 1.32 -1.20 -3.83
H 1.80 -0.22 -3.88
H 1.95 -1.90 -4.42
H 0.35 -1.12 -4.34
C -1.11 -2.95 -2.65
H -1.18 -2.54 -3.66
H -1.00 -4.04 -2.74
H -2.05 -2.75 -2.12
C -0.46 -3.63 0.32
H -1.49 -3.67 -0.05
H -0.05 -4.65 0.28
H -0.48 -3.30 1.36
C 2.43 -2.45 1.00
H 1.79 -2.83 1.80
H 3.24 -3.19 0.84
H 2.91 -1.53 1.36
C 0.73 1.99 -1.91
C -0.29 1.91 -2.77
C 2.04 2.30 -2.27
C -0.08 2.24 -4.12
H 0.27 1.70 -0.91
C 2.28 2.59 -3.62
H 2.83 2.32 -1.51
C 1.21 2.56 -4.54
H -0.92 2.25 -4.82
H 3.27 2.86 -3.95
H 1.38 2.80 -5.60
N 0.20 0.07 1.23
S -0.13 -0.50 2.70
C 1.20 0.02 3.79
C 1.74 1.30 3.77
C 2.80 1.61 4.64
C 3.31 0.64 5.51
C 2.77 -0.66 5.50
C 1.72 -0.97 4.65
C -1.61 0.34 3.28
C -2.79 -0.42 3.36
C -3.96 0.17 3.81
C -3.97 1.53 4.17
C -2.80 2.29 4.07
C -1.61 1.69 3.62
H 0.97 0.75 1.23
H 1.35 2.05 3.09
H 3.21 2.62 4.64
H 4.13 0.88 6.18
H 3.17 -1.43 6.17
H 1.27 -1.97 4.63
H -2.75 -1.48 3.08
H -4.88 -0.42 3.87
H -4.89 1.99 4.53
H -2.80 3.34 4.34
H -0.69 2.27 3.54
*
```

Löwdin population analysis, charges in e, atoms 1 to 2: number 1, C, carries -0.213; number 2, C, carries -0.163

=====

- Among the records above, which one has the lowest energy?
  C33H40NPdS